No. 1
{"formula": "CHNO2S", "method": "ωB97M-V with the def2-TZVPD basis set", "species": ["C", "N", "O", "O", "S", "H"], "positions_angstrom": [[-0.5883, 0.4441, 0.0566], [-0.0996, 1.6950, 0.0140], [1.7066, 1.2773, -0.0722], [-0.3313, 2.8772, 0.0342], [-2.2670, 0.1834, -0.0308], [0.1080, -0.4337, 0.2151]], "forces_ev_per_angstrom": [[-4.741, -3.190, 0.515], [9.461, 3.152, -0.348], [-5.797, 1.179, 0.196], [-1.245, -3.538, -0.002], [2.792, 0.566, -0.010], [-0.470, 1.831, -0.351]], "mol_weight_g_mol": 91.1, "homo_lumo_gap_ev": [6.24, 6.26], "e_above_lowest_ev": 7.4836}

***

No. 2
{"formula": "CHNO3", "method": "ωB97M-V with the def2-TZVPD basis set", "species": ["O", "C", "O", "N", "O", "H"], "positions_angstrom": [[-1.0417, 1.4873, -0.7291], [-1.3032, 0.4962, -0.2325], [-1.6923, -0.4194, 0.3412], [1.2551, -0.1716, -0.0078], [1.9194, -0.2103, 1.0376], [0.8628, -1.1821, -0.4094]], "forces_ev_per_angstrom": [[0.746, 1.596, -1.280], [-1.026, 0.368, 0.673], [-0.005, -1.692, 0.507], [1.232, -0.870, 2.085], [-2.335, -0.852, -3.606], [1.388, 1.449, 1.621]], "mol_weight_g_mol": 75.0, "smiles": "O=C=O.N=O", "homo_lumo_gap_ev": 8.99, "e_above_lowest_ev": 0.4773}

***

No. 3
{"formula": "CHNO3", "method": "ωB97M-V with the def2-TZVPD basis set", "species": ["O", "C", "O", "N", "O", "H"], "positions_angstrom": [[-0.1397, 0.2388, 1.5594], [-0.4740, 0.9834, 0.7554], [-0.8193, 1.7776, 0.0019], [0.4480, -0.5283, -0.7194], [-0.4090, -1.2940, -1.0664], [1.3938, -1.1775, -0.5309]], "forces_ev_per_angstrom": [[0.426, -1.151, 1.586], [-0.313, 1.075, -0.218], [-0.514, 0.831, -0.605], [1.632, -3.287, -0.630], [0.429, 0.891, 0.130], [-1.661, 1.640, -0.263]], "mol_weight_g_mol": 75.0, "smiles": "O=C=O.N=O", "homo_lumo_gap_ev": 9.39, "e_above_lowest_ev": 0.3717}

***

No. 4
{"formula": "CHNO3", "method": "ωB97M-V with the def2-TZVPD basis set", "species": ["C", "N", "O", "O", "O", "H"], "positions_angstrom": [[-1.0027, 0.7030, -1.6373], [0.8324, -1.4672, 1.1143], [-0.1449, 1.1252, -2.2305], [-1.8780, 0.2054, -1.0657], [0.9072, -0.3039, 1.4390], [1.2860, -0.2624, 2.3802]], "forces_ev_per_angstrom": [[-2.602, -1.875, 1.605], [-0.444, -3.916, -1.590], [2.964, 1.746, -1.919], [-0.349, 0.108, 0.343], [0.784, 3.403, 2.345], [-0.352, 0.534, -0.786]], "mol_weight_g_mol": 75.0, "homo_lumo_gap_ev": [9.20, 9.21], "e_above_lowest_ev": 1.7026}

***

No. 5
{"formula": "CHNO3S", "method": "ωB97M-V with the def2-TZVPD basis set", "species": ["C", "N", "O", "O", "O", "S", "H"], "positions_angstrom": [[1.1648, -0.4464, 1.8596], [0.8437, -0.5168, 0.7457], [0.2537, -0.6139, -0.2749], [-0.6394, 1.4803, -2.0404], [-2.3048, -0.2651, -1.6909], [-1.4257, 0.7392, -1.1233], [2.1076, -0.3774, 2.5243]], "forces_ev_per_angstrom": [[3.136, 0.248, 1.557], [-0.488, 0.009, 1.295], [0.380, -0.826, -1.315], [0.756, 0.593, -0.573], [0.778, 0.643, 0.625], [-2.255, -0.542, -0.303], [-2.306, -0.125, -1.286]], "mol_weight_g_mol": 107.1, "homo_lumo_gap_ev": 10.23, "e_above_lowest_ev": 3.5424}

***

No. 6
{"formula": "CHNO3S2", "method": "ωB97M-V with the def2-TZVPD basis set", "species": ["O", "N", "O", "O", "C", "S", "S", "H"], "positions_angstrom": [[2.3671, -1.3039, -0.1190], [1.1998, -1.1529, -0.2659], [0.4152, -1.2267, -1.1706], [0.5839, -0.5294, 0.7898], [-0.8475, 0.4294, 0.5676], [-2.0897, -0.1130, 1.2665], [-0.2646, 1.5829, -0.5158], [-1.3642, 2.3136, -0.5526]], "forces_ev_per_angstrom": [[0.298, -1.175, -0.669], [-2.175, 3.138, 0.840], [0.975, -1.817, -2.139], [-0.729, 1.225, 2.120], [3.030, -1.631, -1.201], [-1.493, -0.296, 1.032], [0.674, 0.291, 0.013], [-0.579, 0.265, 0.004]], "mol_weight_g_mol": 139.2, "smiles": "O=[N+]([O-])OC(=S)S", "homo_lumo_gap_ev": 9.18, "e_above_lowest_ev": 2.3152}

***

No. 7
{"formula": "CHNO4S", "method": "ωB97M-V with the def2-TZVPD basis set", "species": ["C", "N", "O", "O", "O", "O", "S", "H"], "positions_angstrom": [[0.9326, 0.8587, -0.4398], [0.1749, 0.6630, 0.5566], [-2.0014, -0.2688, -0.4734], [1.1896, 0.3140, -1.4698], [-0.0790, -1.8320, -0.2775], [-1.1319, -1.0689, 1.7839], [-0.7293, -0.6876, 0.4084], [1.6444, 2.0216, -0.0885]], "forces_ev_per_angstrom": [[2.811, 3.724, 0.650], [-1.178, -0.721, 1.925], [3.155, -0.719, 2.489], [0.791, -0.330, -2.096], [0.253, 0.959, 0.781], [0.337, 0.629, -0.488], [-5.136, -1.632, -2.267], [-1.032, -1.911, -0.994]], "charge": -2, "mol_weight_g_mol": 123.1, "homo_lumo_gap_ev": 7.17, "e_above_lowest_ev": 1.1449}

***

No. 8
{"formula": "CHNO4S", "method": "ωB97M-V with the def2-TZVPD basis set", "species": ["C", "N", "O", "O", "O", "O", "S", "H"], "positions_angstrom": [[-0.5918, -0.0159, 0.0523], [-0.6678, 0.7131, 1.2333], [-0.5783, 1.8730, 0.7626], [-1.1348, -0.3198, -0.8886], [-0.7438, 0.3042, 2.3400], [1.1987, -0.3880, -0.1004], [1.5656, -0.4392, -1.6094], [0.9522, -1.7275, -1.7898]], "forces_ev_per_angstrom": [[5.785, -1.789, -0.293], [-0.471, 2.710, -0.897], [-0.109, -0.760, 1.666], [-2.802, -0.559, -1.849], [0.081, -0.141, 0.562], [-2.748, 1.355, 3.036], [-0.797, -2.288, -1.682], [1.061, 1.473, -0.543]], "mol_weight_g_mol": 123.1, "homo_lumo_gap_ev": 7.23, "e_above_lowest_ev": 4.8386}

***

No. 9
{"formula": "CHNdO2", "method": "ωB97M-V with the def2-TZVPD basis set", "species": ["O", "C", "O", "Nd", "H"], "positions_angstrom": [[1.0801, 0.5541, 1.1557], [-0.0816, 0.1281, 0.9921], [-0.2342, -0.0944, -0.2588], [-2.0167, -1.0330, -1.8141], [1.2524, 0.4453, -0.0749]], "forces_ev_per_angstrom": [[0.142, -0.141, -1.446], [3.140, 0.846, -1.918], [-5.700, -2.353, -1.748], [1.161, 0.605, 0.803], [1.258, 1.043, 4.308]], "multiplicity": 5, "charge": 3, "mol_weight_g_mol": 189.3, "homo_lumo_gap_ev": [5.22, 9.87]}

***

No. 10
{"formula": "CHO2Pb", "method": "ωB97M-V with the def2-TZVPD basis set", "species": ["H", "O", "C", "O", "Pb"], "positions_angstrom": [[0.8578, -0.6138, -1.2534], [0.3360, 1.0282, -0.1817], [0.1936, -0.1953, -0.4727], [-0.4292, -0.9709, 0.3067], [-0.9582, 0.7518, 1.6010]], "forces_ev_per_angstrom": [[-0.821, 0.108, -0.166], [-0.567, 0.366, -0.266], [2.381, -0.681, 0.041], [-0.649, -0.108, -0.277], [-0.344, 0.315, 0.667]], "charge": 1, "mol_weight_g_mol": 252.2, "homo_lumo_gap_ev": 9.63, "e_above_lowest_ev": 0.0000}

***

No. 11
{"formula": "CHO3PS", "method": "ωB97M-V with the def2-TZVPD basis set", "species": ["C", "O", "O", "O", "P", "S", "H"], "positions_angstrom": [[0.2635, 0.1917, -0.0985], [-0.5735, 1.6678, -2.2229], [0.7444, -1.3066, 1.9439], [-1.4959, -1.5663, 0.9884], [-0.9218, 0.5744, -1.3709], [-0.1548, -0.9921, 0.9580], [2.1380, 1.4310, -0.1980]], "forces_ev_per_angstrom": [[0.340, -0.097, 0.133], [0.958, 2.131, -1.505], [3.033, -1.134, 2.950], [1.878, 0.789, -0.459], [-0.932, -2.262, 1.641], [-4.223, 1.366, -2.904], [-1.054, -0.793, 0.146]], "mol_weight_g_mol": 124.1, "homo_lumo_gap_ev": [7.33, 8.51], "e_above_lowest_ev": 7.4927}

***

No. 12
{"formula": "CHO3S", "method": "ωB97M-V with the def2-TZVPD basis set", "species": ["O", "C", "O", "O", "S", "H"], "positions_angstrom": [[-1.6441, 0.7347, 0.8399], [-0.6234, 0.2835, 0.3480], [0.2815, -0.4717, 0.9587], [-0.4298, 0.5652, -0.8811], [1.3547, -0.3628, -1.5894], [1.0611, -0.7490, 0.3239]], "forces_ev_per_angstrom": [[-0.009, -0.387, 1.441], [-0.505, 0.077, 0.214], [0.762, -0.688, 0.824], [3.528, -1.117, -3.398], [-2.135, 1.262, 0.457], [-1.641, 0.853, 0.463]], "charge": -1, "mol_weight_g_mol": 93.1, "smiles": "O=C(O)O[S-]", "homo_lumo_gap_ev": 7.63, "e_above_lowest_ev": 0.6775}

***

No. 13
{"formula": "CHO4", "method": "ωB97M-V with the def2-TZVPD basis set", "species": ["C", "O", "O", "O", "O", "H"], "positions_angstrom": [[-1.0062, 0.4358, 0.0996], [-0.7520, 1.5209, -0.1594], [1.4826, -0.3885, 0.6550], [1.5258, -0.3775, -0.7119], [0.3922, -0.7889, -0.0502], [-1.6424, -0.4019, 0.1670]], "forces_ev_per_angstrom": [[0.909, 4.037, -1.867], [-0.569, -2.799, 1.147], [1.756, 0.603, 2.912], [0.964, 0.592, -2.391], [-1.849, -1.674, -0.404], [-1.212, -0.759, 0.603]], "charge": 1, "mol_weight_g_mol": 77.0, "homo_lumo_gap_ev": 10.98, "e_above_lowest_ev": 5.0994}

***

No. 14
{"formula": "CHO5S", "method": "ωB97M-V with the def2-TZVPD basis set", "species": ["C", "O", "O", "O", "O", "O", "S", "H"], "positions_angstrom": [[0.5013, 0.1168, 0.3910], [-1.7058, -1.1871, -0.4573], [-1.9820, 0.6480, 1.1631], [-0.8200, 1.0748, -1.0060], [1.1578, -0.6680, -0.2183], [3.0874, -1.0557, -0.9222], [-1.2613, 0.1189, 0.0166], [1.0226, 0.9523, 1.0331]], "forces_ev_per_angstrom": [[0.709, 0.722, 1.575], [0.333, 1.072, 0.311], [-0.052, 0.054, -0.450], [-1.401, 0.619, -0.593], [1.245, -1.353, -0.609], [-0.071, 0.201, 0.197], [0.485, -0.279, 0.488], [-1.249, -1.037, -0.920]], "charge": -1, "mol_weight_g_mol": 125.1, "homo_lumo_gap_ev": [7.32, 7.66], "e_above_lowest_ev": 6.9270}

***

No. 15
{"formula": "CHgNO5S2", "method": "ωB97M-V with the def2-TZVPD basis set", "species": ["O", "C", "O", "Hg", "N", "S", "O", "S", "O", "O"], "positions_angstrom": [[1.7112, -1.7016, -0.9244], [0.6532, -2.2169, -0.6309], [0.1049, -3.1690, -0.2162], [1.5555, 0.3186, -0.5430], [0.9831, 1.7793, -2.0475], [1.4156, 2.9590, -0.9162], [2.0193, 2.0104, 0.2865], [-0.6178, 1.3037, -2.1045], [-0.2969, -0.1959, -0.9007], [-0.7384, 0.5886, -3.4301]], "forces_ev_per_angstrom": [[-0.976, -3.002, -0.294], [1.663, -1.391, 0.154], [-0.692, 1.637, -0.672], [4.101, -1.146, 2.294], [-1.551, 1.682, -1.559], [-0.361, 1.215, -0.163], [1.024, 2.827, 1.112], [1.454, -3.150, -1.293], [-4.435, -0.123, -1.753], [-0.227, 1.452, 2.175]], "charge": -1, "mol_weight_g_mol": 370.7, "homo_lumo_gap_ev": 6.29, "e_above_lowest_ev": 1.6604}

***

No. 16
{"formula": "CI3P", "method": "ωB97M-V with the def2-TZVPD basis set", "species": ["C", "P", "I", "I", "I"], "positions_angstrom": [[0.2621, 0.3955, -0.1983], [-0.6462, -0.9887, -0.2351], [2.3518, -0.2423, -0.1247], [-0.0281, 2.5969, -0.0751], [-3.5836, -0.4709, -0.0531]], "forces_ev_per_angstrom": [[0.314, 1.175, 0.274], [-1.621, 0.795, 0.139], [-1.017, 0.348, -0.107], [0.085, -2.188, -0.141], [2.240, -0.130, -0.164]], "mol_weight_g_mol": 423.7, "homo_lumo_gap_ev": 7.10, "e_above_lowest_ev": 1.1891}

***

No. 17
{"formula": "CIO2", "method": "ωB97M-V with the def2-TZVPD basis set", "species": ["O", "C", "O", "I"], "positions_angstrom": [[0.1720, -1.1496, -0.0107], [-0.0789, -0.0059, 0.0268], [0.1556, 1.1502, -0.0062], [-2.6535, 0.0016, -0.0010]], "forces_ev_per_angstrom": [[0.399, -0.664, 0.214], [0.455, 0.710, -0.487], [0.318, -0.018, 0.234], [-1.171, -0.028, 0.039]], "charge": -1, "mol_weight_g_mol": 170.9, "smiles": "O=C([O-])I", "homo_lumo_gap_ev": 7.55, "e_above_lowest_ev": 0.0000}

***

No. 18
{"formula": "CIOS", "method": "ωB97M-V with the def2-TZVPD basis set", "species": ["C", "O", "S", "I"], "positions_angstrom": [[-0.0787, -0.0833, 0.3420], [-1.2961, 0.8454, -1.3031], [-0.4272, -1.4886, 0.9911], [1.8020, 0.7265, -0.0299]], "forces_ev_per_angstrom": [[-2.485, 0.905, -3.402], [1.903, -1.350, 2.843], [0.115, 0.223, 0.367], [0.468, 0.223, 0.192]], "charge": -1, "mol_weight_g_mol": 187.0, "homo_lumo_gap_ev": [6.66, 6.66], "e_above_lowest_ev": 7.5016}

***

No. 19
{"formula": "CKO3", "method": "ωB97M-V with the def2-TZVPD basis set", "species": ["K", "C", "O", "O", "O"], "positions_angstrom": [[1.1702, 1.1682, 2.9102], [4.7640, 2.3661, 2.9655], [2.6313, 1.8397, 1.3952], [4.8886, 1.4016, 1.4417], [6.1692, 2.3965, 1.3972]], "forces_ev_per_angstrom": [[-0.292, -0.143, 0.449], [0.702, -3.716, -8.450], [0.040, 0.908, 0.592], [3.046, 4.254, 5.265], [-3.496, -1.302, 2.145]], "charge": -1, "mol_weight_g_mol": 99.1, "homo_lumo_gap_ev": 3.74, "e_above_lowest_ev": 14.4584}

***

No. 20
{"formula": "CN2O2", "method": "ωB97M-V with the def2-TZVPD basis set", "species": ["O", "C", "O", "N", "N"], "positions_angstrom": [[1.2955, -0.9320, 2.7686], [0.7636, -0.6561, 1.7985], [0.1151, -0.3122, 0.8833], [-0.9585, 0.7743, -3.2214], [-1.2156, 1.1260, -2.2289]], "forces_ev_per_angstrom": [[1.288, -0.696, 1.334], [-2.319, 1.267, -1.952], [1.030, -0.570, 0.610], [0.215, -0.294, -0.804], [-0.215, 0.294, 0.812]], "mol_weight_g_mol": 72.0, "smiles": "O=C=O.N#N", "homo_lumo_gap_ev": 13.56, "e_above_lowest_ev": 0.0330}